(1)
# FN2O2

The ion FN2O2 with charge -1 (ωB97M-V/def2-TZVPD, the OMol25 dataset).

Kohn-Sham gap ... 0.36039 hartree
HOMO energy ... -4.535 eV
Charge ... -1
SMILES ... [O-][N+]([O-])=NF
ΔE to the lowest compared entry with this formula, charge and spin ... 7.37 kJ/mol
Maximum force ... 2.844 eV/Å

Element x y z (Å)
O1 -0.22339 0.86506 -0.93627
N1 0.28971 0.33903 0.05474
O2 1.14316 0.93132 0.74925
N2 0.03761 -0.84311 0.46086
F1 -1.24709 -1.29230 -0.32857

Cartesian forces, eV/Å:
O -0.298 0.325 -0.342
N -0.082 1.064 -0.765
O 0.626 0.060 0.376
N -2.109 -1.901 -0.165
F 1.863 0.452 0.897



(2)
# H40O20

A cluster of 20 separate species, H40O20 in total (ωB97M-V/def2-TZVPD, the OMol25 dataset).

Kohn-Sham gap ... 0.39980 hartree
HOMO energy ... -10.889 eV
Charge ... 0
ΔE to the lowest compared entry with this formula, charge and spin ... 398.96 kJ/mol
Maximum force ... 8.487 eV/Å

Element x y z (Å)
O1 1.94064 -1.46452 -0.61083
H1 1.28031 -1.22677 -1.17948
H2 1.70738 -2.54075 -0.62616
O2 2.23114 2.06403 -0.00649
H3 2.38872 1.15727 0.23726
H4 2.47018 2.11444 -0.97680
O3 3.03362 2.05618 -3.10030
H5 3.99243 2.32991 -3.17772
H6 2.92187 1.39045 -3.74615
O4 0.53851 -3.64454 -1.20896
H7 -0.40103 -3.34594 -1.53069
H8 0.43468 -4.55462 -0.80265
O5 -0.92121 0.16874 1.66762
H9 -1.75725 -0.24479 1.86915
H10 -0.21438 -0.29193 2.22686
O6 -2.91412 -1.38809 2.43301
H11 -3.15974 -1.93952 1.73507
H12 -3.60667 -1.11047 2.91254
O7 -3.51403 -2.79338 0.33913
H13 -3.15264 -3.69863 0.41046
H14 -3.16488 -2.11722 -0.21116
O8 -0.22014 2.49123 -1.07503
H15 -0.73035 3.09047 -0.52203
H16 0.57259 2.25274 -0.69301
O9 -0.69054 -0.68261 -0.72279
H17 -0.39702 0.18934 -1.11345
H18 -0.56142 -0.55957 0.33014
O10 -0.71609 1.49065 -3.59442
H19 0.11993 1.98673 -3.44118
H20 -1.31115 1.62521 -2.92363
O11 1.22223 3.82385 4.02586
H21 1.95559 3.50871 3.46152
H22 1.21145 3.09320 4.69392
O12 3.27463 3.29883 2.26085
H23 4.11969 3.27438 2.17027
H24 2.87355 3.27677 1.38486
O13 -1.64884 -4.67559 0.85251
H25 -1.96822 -5.12710 1.57533
H26 -1.22607 -3.87543 1.33699
O14 2.72957 -0.49856 -3.55917
H27 1.81358 -0.75488 -3.86572
H28 2.99687 -1.04750 -2.85434
O15 0.10728 -1.10226 -3.72161
H29 -0.15624 -0.24254 -3.22059
H30 0.26029 -0.97109 -4.68846
O16 -2.74633 3.48819 2.30122
H31 -2.39644 3.18723 3.09412
H32 -3.03069 2.60746 1.85697
O17 -1.37488 4.56385 0.40693
H33 -1.07628 4.34186 1.27559
H34 -2.31399 4.78903 0.60298
O18 -1.92514 -2.80555 -1.80985
H35 -1.69077 -2.09705 -1.20604
H36 -1.64388 -2.51312 -2.79332
O19 -0.45913 -3.58653 2.98894
H37 -0.91840 -2.77281 3.19423
H38 0.36781 -3.27724 2.58636
O20 1.61738 -0.40606 1.81381
H39 1.78235 -0.73451 0.89057
H40 2.04366 0.43046 2.04699

Forces on atoms 1 to 6 (eV/Å):
O 2.764 -4.559 2.241
H -3.043 1.376 -2.324
H 0.465 3.304 0.017
O 0.380 0.667 -1.693
H 0.147 -0.638 0.007
H -0.025 -0.125 1.047



(3)
# C6H8S

The molecule C6H8S (ωB97M-V/def2-TZVPD, the OMol25 dataset).

Kohn-Sham gap (alpha / beta) ... 0.30394 / 0.25635 hartree
HOMO energy (alpha / beta) ... -8.200 / -6.692 eV
Charge ... 0
ΔE to the lowest compared entry with this formula, charge and spin ... 406.12 kJ/mol
Maximum force ... 3.838 eV/Å

Element x y z (Å)
C1 -0.25400 1.45403 -0.90927
C2 1.02474 1.01390 -0.76649
C3 -1.12612 0.47682 -0.14959
C4 -0.85283 -1.23536 1.48150
C5 -0.26522 -0.74468 0.25535
C6 1.08648 -0.17843 -0.00317
S1 2.49028 -1.21331 0.07555
H1 -0.80608 2.09074 -1.56241
H2 1.96616 1.46307 -0.91635
H3 -1.69596 0.99551 0.78065
H4 -2.00320 0.12427 -0.86277
H5 -0.59170 -0.66204 2.35682
H6 -1.83066 -1.63635 1.29109
H7 -0.37160 -1.48431 -0.50744
H8 3.22969 -0.46384 -0.56347

Forces on atoms 1 to 6 (eV/Å):
C -0.918 -1.567 0.711
C 0.145 -0.706 1.482
C -3.660 0.762 -0.648
C 0.741 -0.059 0.706
C -0.163 1.387 -1.091
C 0.625 0.052 0.134



(4)
# C17H18AuN3O3

A structure of composition C17H18AuN3O3 (ωB97M-V/def2-TZVPD, the OMol25 dataset).

Kohn-Sham gap ... 0.23249 hartree
HOMO energy ... -6.704 eV
Charge ... 0
ΔE to the lowest compared entry with this formula, charge and spin ... 71.06 kJ/mol
Maximum force ... 1.103 eV/Å

Element x y z (Å)
Au1 -0.42811 0.71618 -0.86664
C1 1.04973 -3.57030 -1.18021
C2 0.60601 -2.25830 -1.40433
N1 0.18726 -1.47520 -0.43421
C3 0.11798 -1.95517 0.82859
C4 0.56599 -3.24169 1.14670
C5 1.04710 -4.05078 0.09858
C6 0.52602 -3.71082 2.50590
C7 0.03783 -2.93722 3.49224
C8 -0.48073 -1.62843 3.20604
C9 -1.05873 -0.81251 4.19899
C10 -1.59443 0.39782 3.85284
C11 -1.54787 0.78500 2.50062
N2 -0.98669 0.05606 1.57241
C12 -0.45510 -1.12929 1.89844
H1 1.39051 -4.16999 -2.01205
H2 0.58830 -1.82470 -2.39973
H3 1.39894 -5.05148 0.31909
H4 0.89813 -4.70588 2.71663
H5 0.00189 -3.29806 4.51292
H6 -1.08853 -1.16065 5.22467
H7 -2.06565 1.03628 4.58780
H8 -1.99201 1.71874 2.16228
N3 1.85574 1.17956 -2.04469
C13 1.56509 1.34437 -3.47930
C14 0.34888 0.53320 -4.01122
O1 0.43934 0.18446 -5.18979
O2 -0.62268 0.33291 -3.22055
H9 2.41745 1.94173 -1.68914
H10 2.38037 0.32545 -1.89909
H11 2.41120 1.06768 -4.10952
H12 1.34433 2.39849 -3.66351
C15 0.19924 3.56855 0.71633
O3 -0.62907 3.70602 -0.44747
C16 -1.18966 2.63631 -0.94600
C17 -1.98332 3.03266 -2.14290
H13 -0.39247 3.81820 1.59588
H14 1.01372 4.28082 0.61106
H15 0.57879 2.55073 0.78419
H16 -2.44892 4.01210 -2.01088
H17 -2.71675 2.27162 -2.39277
H18 -1.28910 3.08549 -2.98822

Forces on atoms 1 to 6 (eV/Å):
Au -0.146 1.014 -0.409
C -0.015 0.100 -0.083
C 0.113 0.032 -0.145
N -0.425 0.223 0.343
C -0.022 0.177 0.196
C 0.091 -0.168 -0.010



(5)
# H18O9

A cluster of 9 separate species, H18O9 in total (ωB97M-V/def2-TZVPD, the OMol25 dataset).

Kohn-Sham gap ... 0.38273 hartree
HOMO energy ... -10.509 eV
Charge ... 0
SMILES ... O.O.O.O.O.O.O.O.O
ΔE to the lowest compared entry with this formula, charge and spin ... 269.55 kJ/mol
Maximum force ... 5.263 eV/Å

Element x y z (Å)
O1 -0.87663 2.54159 0.98215
H1 0.01937 2.37859 1.33115
H2 -0.72263 2.98559 0.10315
O2 -0.22463 -0.36141 0.70115
H3 -0.44763 -0.46841 -0.20485
H4 0.49637 0.21259 0.67815
O3 3.08737 -1.22241 0.22615
H5 3.28937 -1.42141 1.15315
H6 3.54237 -1.86141 -0.36385
O4 -1.83363 -1.24741 -1.56385
H7 -1.32863 -1.96041 -1.92485
H8 -2.72763 -1.55641 -1.69285
O5 0.57837 -0.73241 -3.44685
H9 0.27337 -0.00941 -3.01885
H10 0.61937 -1.46541 -2.85085
O6 -0.14763 1.48159 -2.20285
H11 0.60837 1.55959 -1.64385
H12 -0.82263 1.80259 -1.66885
O7 -2.71363 -0.16941 2.12515
H13 -3.26563 0.57959 1.77215
H14 -1.80663 0.08259 2.04915
O8 2.03537 1.28559 -0.40685
H15 2.33537 1.78759 0.29815
H16 2.50137 0.48359 -0.27085
O9 -0.53663 -1.52941 3.49915
H17 -0.57163 -1.21241 2.60615
H18 -1.36063 -1.96341 3.73515

Forces on atoms 1 to 6 (eV/Å):
O 0.714 0.736 -1.196
H -0.643 0.142 -0.245
H -0.164 -0.556 1.510
O -1.054 -1.328 1.531
H -0.927 -0.337 -1.299
H 1.941 1.454 -0.047



(6)
# C15H19IN2O6ReS2Si

A structure of composition C15H19IN2O6ReS2Si (ωB97M-V/def2-TZVPD, the OMol25 dataset).

Kohn-Sham gap (alpha / beta) ... 0.23436 / 0.25755 hartree
HOMO energy (alpha / beta) ... -8.388 / -8.545 eV
Charge ... 0
Spin multiplicity ... 2
Maximum force ... 5.050 eV/Å

Element x y z (Å)
Re1 -0.63723 -0.86217 0.92324
O1 0.01569 -2.82741 0.44595
S1 1.25417 -2.64478 1.21081
O2 1.65026 -3.76693 2.00267
O3 1.06229 -1.41041 2.00951
C1 2.56794 -2.42691 0.01087
C2 3.75342 -3.11278 0.23277
C3 4.76318 -3.07067 -0.71381
C4 4.58744 -2.33790 -1.87865
C5 3.40482 -1.65154 -2.09469
C6 2.38803 -1.71422 -1.15709
S2 0.97084 -0.64579 -1.39478
O4 -0.25241 -1.37437 -1.64897
O5 1.34678 0.27888 -2.42995
O6 0.89640 0.02914 -0.08211
H1 3.85333 -3.67469 1.14614
H2 5.68157 -3.61009 -0.54098
H3 5.37201 -2.29792 -2.61690
H4 3.24181 -1.05385 -2.97771
C7 -3.30164 -2.02783 -1.45016
C8 -3.22096 -0.57641 -1.15848
C9 -4.01373 0.38943 -1.76988
C10 -3.90228 1.72159 -1.38963
C11 -3.00640 2.10902 -0.40860
C12 -2.21371 1.10986 0.15266
N1 -2.34876 -0.18343 -0.23441
N2 -1.25597 1.09871 1.09813
Si1 -0.19075 2.46294 1.48436
C13 1.27166 1.77975 2.47545
C14 0.31273 3.21759 -0.19595
C15 -1.23659 3.64988 2.56435
H5 -3.62940 -2.55627 -0.55470
H6 -2.29767 -2.37781 -1.68726
H7 -3.98104 -2.23479 -2.27178
H8 -4.71546 0.09851 -2.53342
H9 -4.52728 2.45818 -1.87207
H10 -2.91958 3.12663 -0.07458
H11 1.70834 0.94739 1.93364
H12 0.97041 1.40683 3.44982
H13 2.04292 2.52990 2.61909
H14 0.82547 2.46114 -0.78422
H15 0.97774 4.06635 -0.07493
H16 -0.54754 3.54051 -0.77462
H17 -2.00797 3.12777 3.12275
H18 -1.71944 4.42542 1.97985
H19 -0.58577 4.14299 3.27819
I1 -2.40769 -1.73942 2.63012

Forces on atoms 1 to 6 (eV/Å):
Re -4.691 1.855 -0.239
O -0.903 0.197 -0.327
S 3.032 -2.824 1.443
O -0.094 0.285 -0.235
O -0.085 0.473 0.307
C -0.310 -0.275 0.335



(7)
# C4H8NS

The ion C4H8NS with charge +1 (ωB97M-V/def2-TZVPD, the OMol25 dataset).

Kohn-Sham gap ... 0.27476 hartree
HOMO energy ... -13.392 eV
Charge ... +1
ΔE to the lowest compared entry with this formula, charge and spin ... 303.49 kJ/mol
Maximum force ... 5.375 eV/Å

Element x y z (Å)
C1 -0.08398 -0.40788 0.44028
C2 -1.45442 -0.33337 -0.03897
C3 -0.78483 -1.58971 -0.27474
C4 1.37520 0.15356 -0.08950
N1 1.34343 1.50188 -0.20514
S1 -2.86139 0.47706 -0.21164
H1 -0.18805 -0.18548 1.57448
H2 -0.06987 -1.92205 -1.05681
H3 -1.24066 -2.46898 0.22249
H4 1.47455 -0.28317 -1.04225
H5 2.17920 -0.27247 0.57430
H6 1.93645 2.27599 0.22894
H7 -2.67107 1.20352 0.89974
H8 1.04543 1.85110 -1.02117

Forces on atoms 1 to 6 (eV/Å):
C -1.431 0.785 3.481
C 3.132 -0.112 -2.146
C 0.534 -1.298 0.633
C -0.394 -1.447 1.409
N 2.254 3.271 3.621
S -0.597 -0.540 0.647